[1]
Entry from the Open Molecules 2025 dataset: a 2-piece molecular cluster, C3H3N3O overall at a distorted geometry (ωB97M-V with the def2-TZVPD basis set).

```
10
Properties=species:S:1:pos:R:3:forces:R:3
N -1.93142 0.89789 0.40921 0.60 -0.27 -0.46
C -1.03886 0.47579 -0.29334 -0.43 0.18 0.29
N -0.28773 -1.39385 1.97362 1.76 -0.69 -0.34
N 0.72068 -1.77327 1.74519 -1.73 0.62 0.44
O 1.64768 1.02408 0.30473 -0.10 -0.17 -0.40
C 1.32625 0.49630 -0.74043 0.05 0.13 0.24
C -0.04602 0.12401 -1.10055 -0.11 0.06 0.08
H -2.21849 0.34324 1.21319 0.01 0.02 -0.06
H 2.08227 0.25102 -1.51239 -0.05 0.02 0.11
H -0.25436 -0.44522 -1.99923 0.00 0.11 0.11
```
Positions in Å, forces in eV/Å.

Values from the calculation:
- Net charge: 0
- Structure (SMILES): N=C=CC=O.N#N
- Energy above the lowest of the compared OMol25 structures with the same formula, charge and spin: 74.9 kJ/mol
- LUMO: 0.477 eV
- Calculated total energy: -9676.6781 eV
- Frontier orbital gap: 10.1529 eV

[2]
Entry from the Open Molecules 2025 dataset: a 2-piece molecular cluster, C9H21NSi overall at a distorted geometry (ωB97M-V with the def2-TZVPD basis set).

```
32
Properties=species:S:1:pos:R:3:forces:R:3
C 2.17707 0.21058 -2.75071 0.52 2.09 2.48
C 1.64314 -0.83912 -1.78351 -0.05 -1.87 -1.30
C -4.36969 1.18627 0.42811 1.63 0.86 -2.86
C 0.38524 1.79062 0.56816 -1.87 2.98 0.99
C 2.94487 1.54887 0.08047 -2.56 -1.27 -1.07
C 0.51546 -3.13943 0.93492 -0.84 -2.44 3.47
C -4.01836 -0.14205 0.80788 0.46 -5.85 0.34
C -2.88574 -0.75754 0.36305 -0.44 -1.07 0.82
C 1.64288 0.97091 0.71974 0.80 -0.14 0.62
N 1.06846 -1.86867 1.05639 0.71 1.45 2.44
Si 1.37359 -0.70783 -0.07328 0.74 1.37 -2.11
H 2.18848 0.10008 -3.79612 -0.24 -0.83 -1.14
H 3.05879 0.84044 -2.47586 0.89 -1.94 -0.27
H 1.33380 -1.74077 -2.43042 0.50 0.99 1.66
H -3.41680 1.49611 -0.19442 -2.08 0.32 1.19
H -5.24793 1.17967 -0.24029 0.23 0.33 0.42
H -4.50824 1.74631 1.30672 -0.34 1.37 0.79
H -0.55026 1.27286 0.87774 0.72 0.06 0.21
H 0.41007 2.78560 1.22281 0.10 -2.00 -1.08
H 0.06257 2.20717 -0.41951 1.00 -0.68 0.23
H 2.76372 1.71184 -1.02085 0.92 -0.23 1.57
H 3.65089 0.81395 0.41519 1.13 -0.05 -0.77
H 3.10128 2.44077 0.57200 0.76 2.23 0.78
H -0.25978 -3.39063 1.81468 1.17 0.70 -2.07
H 0.10130 -3.32084 -0.01570 -0.70 -0.13 -1.07
H 1.30027 -3.87204 1.12369 -0.01 -0.47 -0.32
H -4.79964 -0.87400 1.32423 1.64 1.89 -0.69
H 1.65096 1.09822 -2.52044 -2.07 1.15 -0.67
H -2.55828 -1.86091 0.59772 -0.97 2.35 -0.40
H -2.20820 -0.19784 -0.29592 -0.07 -0.23 0.36
H 1.91838 0.96451 1.82508 -0.69 -0.52 -1.13
H 1.53171 -1.65313 1.97847 -0.97 -0.46 -1.42
```
Positions in Å, forces in eV/Å.

Values from the calculation:
- Net charge: 0
- Structure (SMILES): C/C=[Si](/NC)C(C)C.C=CC
- Energy above the lowest of the compared OMol25 structures with the same formula, charge and spin: 483.3 kJ/mol
- LUMO: 0.654 eV
- Calculated total energy: -19036.8597 eV
- Frontier orbital gap: 7.5561 eV

[3]
Entry from the Open Molecules 2025 dataset: one molecule with the formula C23H34N2O2 (ωB97M-V with the def2-TZVPD basis set).

```
61
Properties=species:S:1:pos:R:3:forces:R:3
O -10.46576 -0.80501 -1.21997 -0.33 0.11 -0.24
H -10.84285 0.08047 -1.27389 0.01 -0.10 0.03
C -9.19869 -0.72665 -0.61520 0.22 0.07 0.17
H -8.82867 -1.75367 -0.57145 0.04 0.14 0.05
C -8.21976 0.14694 -1.41546 -0.38 -0.20 -0.07
C -6.91152 0.16267 -0.79802 0.58 0.08 0.27
C -5.83444 0.16735 -0.26222 -0.83 -0.02 -0.42
C -4.56120 0.17478 0.35568 0.45 -0.07 0.27
C -3.67168 1.22711 0.13258 -0.01 -0.03 0.03
C -2.43443 1.22787 0.74177 0.01 -0.03 0.06
C -2.05183 0.18414 1.57823 -0.12 -0.08 0.05
C -2.93730 -0.86317 1.79474 0.13 0.08 0.04
C -4.18206 -0.87140 1.19528 -0.06 0.07 -0.06
H -4.86785 -1.68794 1.36883 -0.05 -0.03 -0.01
H -2.65055 -1.68147 2.44072 0.05 -0.07 0.05
C -0.69724 0.21426 2.22983 0.11 0.09 0.01
N 0.33538 0.54127 1.26189 -0.03 -0.05 0.13
C 1.60948 0.83127 1.88579 0.29 0.08 0.03
H 2.02359 -0.06192 2.39124 -0.05 0.05 -0.01
C 2.60746 1.33616 0.82866 -0.22 0.30 0.21
N 2.75991 0.42290 -0.28593 0.03 -0.02 0.13
C 1.49284 -0.04979 -0.79838 -0.17 -0.08 0.06
C 0.51050 -0.51465 0.28259 0.08 0.00 -0.32
H 0.87447 -1.44131 0.76298 -0.03 0.03 0.00
H -0.45709 -0.72755 -0.17881 0.06 -0.05 -0.01
H 1.02008 0.77123 -1.34914 -0.10 -0.10 -0.07
H 1.66819 -0.86229 -1.50251 -0.02 0.02 -0.06
C 3.88799 -0.48815 -0.27478 -0.10 -0.24 -0.30
H 4.68796 0.03060 0.26749 -0.01 -0.03 -0.01
C 4.39186 -0.71898 -1.70591 0.33 0.13 0.29
C 5.68852 -1.52256 -1.69393 -0.22 -0.23 -0.20
C 5.47788 -2.86451 -0.99984 0.26 0.15 0.17
C 4.96325 -2.65173 0.41995 -0.20 -0.23 -0.18
C 3.66616 -1.84718 0.40903 0.31 0.25 0.21
H 2.89960 -2.40928 -0.12836 -0.12 -0.02 -0.01
H 3.32295 -1.69469 1.43464 -0.11 -0.02 -0.02
H 4.79468 -3.61682 0.90363 0.06 0.03 0.07
H 5.71702 -2.11471 1.00108 0.05 -0.01 0.07
H 6.41543 -3.42388 -0.97542 -0.03 -0.08 -0.05
H 4.75124 -3.45409 -1.56390 -0.02 -0.08 -0.05
H 6.03361 -1.68251 -2.71758 0.09 0.05 0.01
H 6.46056 -0.95848 -1.16555 0.08 0.04 -0.01
H 4.54899 0.24874 -2.18444 -0.07 0.03 -0.03
H 3.64141 -1.26102 -2.28368 -0.10 -0.02 -0.07
C 2.16641 2.72097 0.32788 0.46 -0.07 -0.15
H 2.14411 3.41363 1.17089 -0.08 0.06 0.02
H 1.15461 2.64769 -0.07372 -0.08 0.07 -0.01
C 3.11180 3.26577 -0.74159 -0.13 -0.44 0.13
O 2.73429 4.54389 -1.20096 -0.23 0.47 -0.13
H 1.83264 4.49174 -1.53703 0.09 0.01 0.01
H 3.16643 2.55305 -1.57517 0.07 0.07 0.15
H 4.11589 3.39076 -0.32968 0.01 -0.09 -0.02
H 3.58583 1.44811 1.30873 -0.05 -0.04 -0.03
H 1.46418 1.60754 2.64132 0.00 -0.02 0.03
H -0.49920 -0.75025 2.73372 -0.02 0.09 -0.01
H -0.69031 0.99791 2.99615 0.05 -0.10 0.01
H -1.74027 2.03663 0.57126 0.08 0.09 -0.04
H -3.96419 2.03822 -0.51848 -0.03 0.04 -0.03
H -8.13901 -0.24705 -2.43309 -0.11 0.08 0.03
H -8.60387 1.17182 -1.47510 -0.02 -0.08 -0.06
H -9.27745 -0.34278 0.41258 0.10 -0.09 -0.13
```
Positions in Å, forces in eV/Å.

Values from the calculation:
- Net charge: 0
- Structure (SMILES): OCCC#Cc1ccc(CN2CCN(C3CCCCC3)[C@@H](CCO)C2)cc1
- Energy above the lowest of the compared OMol25 structures with the same formula, charge and spin: 395.7 kJ/mol
- LUMO: 0.735 eV
- Calculated total energy: -31476.3554 eV
- Frontier orbital gap: 8.6686 eV

Number 1: HOMO energy -9.68 eV. Number 2: HOMO energy -6.90 eV. Number 3: HOMO energy -7.93 eV.